No. 1
{"formula": "C6H12O", "method": "the ωB97M-V functional and the def2-TZVPD basis", "multiplicity": 1, "fmax_ev_per_a": 0.38, "e_homo_ev": -9.6, "orbital_gap_ev": 10.61, "charge": 0, "elements": ["C", "C", "C", "C", "C", "C", "O", "H", "H", "H", "H", "H", "H", "H", "H", "H", "H", "H", "H"], "coordinates": [[1.46181, 0.96772, 0.59893], [0.80612, -0.36878, 0.22059], [1.65130, -1.04446, -0.87230], [-0.61235, -0.32344, -0.36217], [-1.91658, -0.67372, 0.31934], [-1.70976, 0.69357, -0.25668], [-1.61524, 1.80401, 0.58356], [1.09989, 1.37935, 1.54667], [2.54691, 0.81734, 0.69167], [1.29463, 1.72305, -0.17674], [0.81544, -1.01388, 1.10910], [2.68143, -1.24834, -0.56301], [1.68397, -0.38037, -1.74553], [1.19346, -1.98752, -1.19036], [-0.60941, -0.74363, -1.36673], [-2.56445, -1.39628, -0.17321], [-1.94433, -0.74564, 1.40624], [-2.21776, 0.93548, -1.19133], [-2.04509, 1.60554, 1.42196]], "forces_ev_per_angstrom": [[-0.1, 0.1, 0.0], [0.1, -0.1, 0.0], [0.1, 0.0, 0.0], [0.1, -0.2, -0.3], [-0.1, -0.2, 0.2], [-0.2, -0.1, -0.2], [0.2, 0.1, 0.3], [-0.1, -0.1, -0.2], [-0.2, 0.0, 0.0], [0.0, -0.1, 0.1], [-0.1, 0.1, -0.1], [-0.1, 0.1, 0.1], [0.1, -0.1, 0.1], [0.1, 0.1, 0.1], [0.0, 0.1, 0.1], [0.0, 0.3, 0.1], [0.2, 0.1, -0.1], [0.1, 0.0, 0.2], [0.0, 0.0, -0.1]]}

No. 2
{"formula": "C16H28O4S", "method": "the ωB97M-V functional and the def2-TZVPD basis", "multiplicity": 1, "fmax_ev_per_a": 5.78, "e_homo_ev": -8.8, "orbital_gap_ev": 9.29, "charge": 0, "elements": ["O", "O", "O", "O", "C", "C", "C", "C", "C", "C", "C", "C", "C", "C", "C", "C", "C", "C", "C", "C", "S", "H", "H", "H", "H", "H", "H", "H", "H", "H", "H", "H", "H", "H", "H", "H", "H", "H", "H", "H", "H", "H", "H", "H", "H", "H", "H", "H", "H"], "coordinates": [[-1.52840, 5.96434, -2.38317], [0.37428, 4.74684, -1.38817], [-0.41215, 4.40963, -3.83946], [-1.79582, 3.40992, -1.95377], [-2.35434, -0.95575, 1.06678], [-2.10449, 0.37556, 0.77604], [-3.22860, 1.41617, 1.11081], [0.95626, -3.91843, 1.23825], [2.33863, -2.04682, 2.16209], [-1.01970, 2.31031, -1.72817], [2.24717, -2.26716, -0.26479], [2.74315, -0.81128, -0.50061], [-1.34819, -2.04831, 1.07095], [1.33192, -2.35926, 1.04851], [-0.26268, -0.67104, -1.40965], [1.67317, 0.26019, -0.02637], [-0.59372, 2.28053, -0.26861], [0.12921, -1.47964, 1.08386], [0.19292, -0.30123, 0.02423], [-0.64682, 0.89448, 0.58786], [-0.78400, 4.66201, -2.28719], [-0.90174, 5.11486, -4.11266], [-3.34606, -1.20910, 1.36467], [-2.89236, 2.24202, 1.60557], [-4.04399, 0.97465, 1.70654], [-3.58769, 1.68049, 0.12238], [1.77843, -4.58150, 1.00223], [0.01078, -4.21131, 0.57612], [0.77914, -4.17387, 2.31612], [2.17020, -1.05182, 2.68264], [3.38557, -2.35165, 2.02095], [2.23193, -2.65849, 3.01224], [-1.53380, 1.40413, -1.97713], [-0.01667, 2.27302, -2.31007], [1.61951, -2.58313, -1.06883], [3.08361, -3.02690, -0.28984], [3.71297, -0.56715, -0.04049], [2.99773, -0.62749, -1.55685], [-1.29221, -2.70622, 1.96193], [-1.64471, -2.77069, 0.27022], [0.28498, -0.11644, -2.22638], [-1.42893, -0.47731, -1.53871], [-0.02486, -1.66052, -1.69286], [1.81752, 1.10644, -0.73091], [1.87168, 0.39592, 1.06264], [-1.19688, 2.97581, 0.29420], [0.39341, 2.58500, -0.16183], [0.05800, -0.93368, 1.90427], [-0.19337, 1.08387, 1.68441]], "forces_ev_per_angstrom": [[0.9, -3.9, 0.3], [-2.1, -1.5, -2.2], [2.2, -3.7, 2.9], [0.5, 3.9, -1.5], [1.1, 2.8, -0.3], [-0.2, -1.3, 2.8], [-0.1, -3.5, -2.2], [-1.9, 0.5, -0.5], [-0.1, 1.2, 1.6], [3.6, -3.1, 1.0], [-0.2, 0.3, 0.5], [-0.4, 0.2, -0.2], [1.5, -1.4, -0.5], [2.7, -3.4, -0.2], [-1.8, 1.7, -0.6], [0.3, -2.2, 0.2], [-0.9, -2.6, 2.0], [-2.0, 0.0, -5.4], [1.3, 1.3, -0.9], [-0.8, -0.2, 0.2], [-0.5, 4.9, 1.6], [-2.2, 3.5, -2.5], [-0.7, -0.2, 0.1], [1.2, 2.3, 1.2], [0.3, 0.0, -0.4], [-0.6, 0.6, 0.0], [0.3, 0.1, -0.5], [2.1, 0.5, 1.5], [-0.4, 0.5, -0.9], [0.8, -0.7, -1.2], [-0.1, 1.0, -0.9], [-1.2, -1.2, 1.3], [-0.7, 0.0, -0.4], [-1.8, 0.3, 0.3], [-0.4, 0.0, -0.9], [-0.8, 0.9, 0.6], [-0.4, -0.4, 0.4], [-0.5, -0.3, 0.1], [-1.0, 0.5, -0.1], [0.7, 0.5, 0.1], [-0.6, 0.1, 1.0], [2.5, -0.7, 0.2], [-0.2, -1.4, 0.1], [-0.4, -0.1, 1.1], [0.3, 1.0, -0.9], [-0.3, 0.3, 0.1], [1.7, 0.9, 0.1], [0.4, 2.1, 4.3], [-1.1, 0.1, -2.4]]}

No. 3
{"formula": "C6H6N", "method": "the ωB97M-V functional and the def2-TZVPD basis", "multiplicity": 1, "fmax_ev_per_a": 3.59, "e_homo_ev": [-14.8, -14.8], "orbital_gap_ev": [8.07, 7.87], "charge": 1, "elements": ["C", "C", "C", "C", "C", "C", "N", "H", "H", "H", "H", "H", "H"], "coordinates": [[-2.08457, -0.80184, -0.00963], [-2.38332, 0.49366, 0.12860], [-0.87053, -1.23735, -0.09953], [1.32717, -0.07745, 0.71994], [1.26429, 0.14326, -0.77113], [-1.40399, 1.27786, 0.07943], [0.04342, 0.02684, -0.01395], [-0.61001, -2.27877, -0.14636], [1.52948, -1.05149, 1.20747], [1.31328, 0.78799, 1.47524], [1.50539, 1.13357, -1.09076], [1.50408, -0.69542, -1.50078], [-1.13467, 2.27913, 0.02146]], "forces_ev_per_angstrom": [[-0.4, 3.1, 0.4], [-0.9, -3.3, -0.5], [0.3, -0.1, 0.0], [-0.6, 1.0, 1.4], [1.5, -1.5, 0.0], [1.2, -0.5, 0.2], [-3.4, -1.1, -0.2], [1.1, 0.0, -0.1], [-0.1, 0.6, -0.7], [0.8, -1.2, -1.5], [-0.1, 0.4, -0.4], [-0.3, 1.2, 1.2], [1.0, 1.3, 0.0]]}

No. 4
{"formula": "C20H45O6", "method": "the ωB97M-V functional and the def2-TZVPD basis", "multiplicity": 1, "fmax_ev_per_a": 1.13, "e_homo_ev": -4.8, "orbital_gap_ev": 7.38, "charge": -1, "elements": ["C", "O", "C", "C", "C", "C", "C", "C", "C", "O", "O", "H", "H", "H", "H", "H", "H", "H", "H", "H", "H", "H", "H", "H", "H", "H", "C", "C", "O", "C", "C", "H", "H", "H", "H", "H", "H", "H", "H", "H", "H", "C", "C", "O", "C", "C", "H", "H", "H", "H", "H", "H", "H", "H", "H", "H", "C", "C", "O", "C", "C", "H", "H", "H", "H", "H", "H", "H", "H", "H", "H"], "coordinates": [[-1.87948, 1.07922, -2.92713], [-2.13631, -0.02331, -3.76917], [-2.69868, -1.15429, -3.12547], [-4.19620, -1.32535, -3.46105], [-5.13479, -1.44765, -2.26415], [-5.19906, -0.14567, -1.44296], [-4.84680, -0.25135, 0.04189], [-3.58530, -1.02460, 0.35883], [-2.31530, -0.16560, 0.33710], [-1.24445, -0.80796, 0.11830], [-2.43380, 1.08003, 0.51461], [-2.30536, 0.97820, -1.93635], [-2.27335, 1.99144, -3.36504], [-0.81432, 1.23155, -2.78889], [-2.17845, -2.01316, -3.53681], [-2.49082, -1.16060, -2.06225], [-4.49051, -0.43215, -3.99750], [-4.31132, -2.16177, -4.13780], [-6.12650, -1.61423, -2.67588], [-4.91622, -2.31726, -1.65825], [-6.21466, 0.23157, -1.50023], [-4.59190, 0.60025, -1.93735], [-4.68450, 0.75937, 0.39783], [-5.70775, -0.62892, 0.58531], [-3.67780, -1.43328, 1.36131], [-3.40833, -1.86996, -0.28980], [1.18742, 0.95345, 1.62545], [2.43032, 0.55150, 0.86133], [3.66090, 0.88206, 1.50944], [3.85858, 0.30493, 2.77939], [3.86258, -1.21511, 2.77689], [1.19401, 2.02837, 1.82621], [0.29657, 0.70453, 1.04440], [1.10988, 0.43623, 2.58451], [2.45782, 1.08271, -0.08971], [2.40290, -0.51663, 0.62167], [3.11875, 0.68445, 3.49398], [4.83302, 0.66653, 3.11467], [2.90502, -1.62681, 2.45704], [4.07191, -1.59456, 3.77881], [4.62879, -1.58891, 2.09524], [-0.33268, 6.05741, 1.74953], [-1.81676, 6.39058, 1.74029], [-2.60347, 5.48879, 0.99797], [-2.57376, 4.12927, 1.43653], [-3.06451, 3.93438, 2.85866], [0.05275, 6.01118, 0.73043], [0.22106, 6.82058, 2.30003], [-0.13331, 5.09569, 2.22256], [-1.96351, 7.36398, 1.26763], [-2.19533, 6.48007, 2.76680], [-1.57426, 3.70747, 1.31035], [-3.21886, 3.58027, 0.75555], [-2.43870, 4.45236, 3.58966], [-3.05570, 2.87202, 3.10019], [-4.08386, 4.31196, 2.96777], [6.19779, -5.99034, -1.73446], [4.83957, -5.33001, -1.91150], [4.27201, -4.84724, -0.71255], [5.01649, -3.86112, -0.01958], [5.26855, -2.59837, -0.82608], [6.13085, -6.81369, -1.02190], [6.55148, -6.38174, -2.68927], [6.94824, -5.29022, -1.36499], [4.12904, -6.06439, -2.29147], [4.89457, -4.53132, -2.65998], [5.95909, -4.28522, 0.34818], [4.42310, -3.61289, 0.85939], [5.86783, -2.79350, -1.71711], [5.80145, -1.86382, -0.22150], [4.32433, -2.15940, -1.14955]], "forces_ev_per_angstrom": [[0.1, 0.3, 0.2], [0.0, 0.0, 0.0], [-0.2, -0.3, -0.5], [0.4, 0.2, 0.6], [-0.3, 0.4, -0.4], [-0.1, -0.5, 0.2], [-0.1, 0.2, -0.4], [-0.2, 0.3, 0.3], [1.1, 0.2, -0.2], [-0.7, 0.5, 0.2], [0.1, -0.6, 0.0], [-0.1, -0.1, 0.2], [-0.2, 0.1, -0.3], [0.4, -0.1, 0.0], [0.3, -0.2, 0.0], [0.0, 0.2, 0.2], [-0.1, 0.2, -0.3], [-0.1, -0.3, -0.2], [-0.3, -0.2, -0.1], [0.2, -0.2, 0.2], [-0.3, 0.2, -0.1], [0.4, 0.3, 0.0], [0.0, 0.2, 0.2], [-0.2, -0.4, 0.1], [0.1, -0.1, 0.3], [-0.1, -0.3, -0.2], [0.0, 0.1, 0.1], [-0.2, 0.0, 0.0], [0.2, 0.0, -0.1], [0.0, 0.0, 0.1], [0.0, -0.1, -0.1], [0.0, 0.0, 0.0], [0.0, -0.1, 0.0], [0.0, -0.1, 0.0], [0.1, 0.0, 0.0], [0.0, 0.0, 0.0], [0.0, -0.1, 0.0], [0.0, 0.0, 0.0], [0.0, 0.0, 0.1], [0.0, 0.0, 0.0], [0.0, 0.0, 0.0], [0.0, -0.1, 0.0], [0.0, 0.0, 0.0], [-0.1, 0.1, -0.1], [0.0, -0.1, 0.0], [0.0, 0.1, 0.1], [0.0, 0.0, 0.0], [0.0, 0.0, 0.0], [0.0, 0.0, 0.0], [0.0, 0.0, 0.0], [0.1, 0.0, 0.0], [0.0, 0.0, 0.0], [0.1, 0.0, -0.1], [0.0, -0.1, 0.0], [0.0, 0.0, -0.1], [0.0, 0.0, 0.0], [0.0, 0.0, 0.1], [0.0, 0.0, -0.1], [-0.1, -0.1, 0.1], [0.1, 0.1, 0.0], [0.0, -0.1, -0.1], [0.0, 0.0, 0.0], [0.0, 0.0, 0.0], [0.0, 0.0, -0.1], [-0.1, 0.0, 0.0], [0.1, 0.0, 0.0], [0.0, 0.0, 0.0], [-0.1, -0.1, 0.0], [0.1, 0.0, 0.0], [0.0, 0.0, 0.0], [0.0, 0.0, 0.0]]}

No. 5
{"formula": "C12H20ClN2O5S2Zn", "method": "the ωB97M-V functional and the def2-TZVPD basis", "multiplicity": 1, "fmax_ev_per_a": 1.85, "e_homo_ev": -12.6, "orbital_gap_ev": 10.04, "charge": 1, "elements": ["Zn", "O", "Cl", "O", "O", "O", "C", "S", "O", "C", "C", "C", "C", "C", "C", "H", "H", "H", "H", "H", "H", "H", "H", "C", "N", "C", "C", "S", "N", "C", "C", "H", "H", "H", "H", "H", "H", "H", "H", "H", "H", "H", "H"], "coordinates": [[1.12634, -0.30357, 1.48278], [3.94404, 0.29946, 2.37987], [3.31521, -0.95613, 2.41965], [4.10428, -1.97900, 2.95000], [2.83715, -1.30914, 1.05524], [2.03148, -0.84438, 3.16025], [1.76758, 4.06687, 1.61135], [1.35650, 2.79427, 0.40605], [1.54051, 1.50509, 1.19717], [-0.41593, 3.06975, 0.31982], [-0.95965, 3.42668, -0.90435], [-2.33002, 3.62076, -1.00350], [-3.13708, 3.45408, 0.11226], [-2.58068, 3.08474, 1.33190], [-1.21455, 2.89224, 1.43997], [1.04636, 4.06613, 2.42368], [1.76910, 5.02743, 1.09777], [2.76680, 3.83559, 1.97718], [-0.31871, 3.56031, -1.76805], [-2.76662, 3.89824, -1.95362], [-4.20451, 3.61116, 0.03615], [-3.21036, 2.94624, 2.20021], [-0.77379, 2.58778, 2.38261], [-0.49777, -3.63297, 1.18061], [-0.29568, -3.27086, -0.22231], [0.27029, -4.34205, -1.04084], [-0.41668, -2.02573, -0.66106], [-0.85725, -0.72566, 0.44417], [-0.29391, -1.73762, -1.96518], [0.02289, -0.38124, -2.40901], [-0.79260, -2.60375, -3.03412], [-0.78139, -4.68185, 1.23173], [-1.28332, -3.03499, 1.62632], [0.42613, -3.48592, 1.74565], [0.89332, -4.96329, -0.40124], [0.88915, -3.93784, -1.83686], [-0.51170, -4.97197, -1.46627], [0.78209, 0.05653, -1.76613], [-0.86093, 0.25708, -2.40922], [0.42260, -0.45177, -3.41949], [-1.35758, -3.43794, -2.63118], [0.01779, -2.96909, -3.66573], [-1.46886, -2.01372, -3.65420]], "forces_ev_per_angstrom": [[-1.6, -0.3, -0.8], [0.4, 0.4, 0.1], [0.9, -0.4, 0.1], [0.2, -0.4, 0.2], [0.2, -0.2, -0.4], [-0.3, 0.1, 0.7], [0.2, -0.2, -0.2], [-0.6, 0.2, 0.4], [0.2, 1.1, 0.0], [0.3, 0.0, -0.2], [0.1, 0.0, 0.0], [-0.1, 0.0, 0.0], [0.0, 0.0, 0.0], [0.0, 0.0, 0.0], [0.0, -0.1, 0.1], [0.0, -0.1, 0.0], [0.0, 0.0, 0.0], [0.0, 0.0, 0.0], [0.0, 0.0, 0.0], [0.0, 0.0, 0.0], [0.0, 0.0, 0.0], [0.0, 0.0, 0.0], [0.0, 0.0, 0.0], [-0.1, 0.0, 0.1], [0.0, 0.0, -0.1], [0.2, -0.2, 0.0], [-0.1, 0.2, 0.3], [0.2, -0.2, -0.2], [0.0, 0.0, 0.0], [0.0, 0.0, 0.1], [-0.1, 0.0, -0.1], [0.0, 0.0, -0.1], [0.0, 0.0, 0.0], [0.0, 0.0, 0.0], [0.0, 0.0, 0.0], [0.0, 0.0, 0.1], [0.0, 0.0, 0.0], [0.0, 0.0, 0.0], [0.0, 0.0, 0.0], [0.0, 0.0, 0.0], [0.0, 0.1, 0.0], [0.0, 0.0, 0.0], [0.0, 0.0, 0.0]]}

No. 6
{"formula": "C4H9O2P", "method": "the ωB97M-V functional and the def2-TZVPD basis", "multiplicity": 1, "fmax_ev_per_a": 3.68, "e_homo_ev": -8.3, "orbital_gap_ev": 9.04, "charge": 0, "elements": ["C", "C", "C", "C", "O", "O", "P", "H", "H", "H", "H", "H", "H", "H", "H", "H"], "coordinates": [[-0.57128, 0.37226, -0.98755], [-1.52006, -0.40038, -0.12405], [0.15767, -0.34123, 1.47997], [1.04212, 0.27371, 0.41373], [-0.81171, -1.14736, 0.87021], [1.56030, 1.52048, 0.62662], [2.35367, -0.81173, -0.27948], [-0.20701, -0.11585, -1.87857], [-0.76290, 1.42744, -1.09167], [-2.22448, 0.27101, 0.38618], [-2.08358, -1.15230, -0.67762], [0.72234, -0.99740, 2.14673], [-0.31872, 0.45331, 2.08161], [0.94406, 2.08085, 1.11428], [2.40570, -0.16366, -1.50756], [1.47566, -1.79247, -0.72422]], "forces_ev_per_angstrom": [[2.5, -0.4, 2.5], [-0.2, 0.1, -0.2], [0.1, 0.0, -0.1], [-2.8, 0.2, -2.3], [0.0, -0.3, 0.1], [0.3, 0.3, 0.3], [0.4, 0.1, 0.6], [0.0, 0.0, -0.1], [0.0, 0.2, -0.1], [0.0, 0.0, -0.1], [-0.1, 0.1, 0.0], [0.0, 0.1, 0.1], [0.1, 0.1, 0.0], [-0.1, -0.1, 0.0], [0.1, 0.2, -0.5], [-0.3, -0.4, -0.1]]}